1 | The following is a DFT calculation (the ωB97M-V functional and the def2-TZVPD basis) of a cluster of 2 separate species, C4H12N3 in total.

CARTESIAN COORDINATES (ANGSTROEM)
C 2.36162 -0.00074 -0.04240
N 1.52607 1.20995 0.28118
C 0.42040 1.44816 -0.35816
N -0.39368 2.45339 -0.08882
H 1.76496 -0.95327 0.09307
H 3.16142 0.03327 0.69947
H 2.76538 0.04569 -1.01981
H 1.89942 1.87498 0.94492
H 0.08589 0.75320 -1.21560
H -0.39715 2.78004 0.85473
H -1.27195 2.52355 -0.58170
C -1.66049 -1.13964 -1.05663
C -1.66299 -1.14344 0.27797
N -0.90006 -2.05626 1.06368
H -1.41700 -1.95547 -1.73235
H -2.03652 -0.21496 -1.49186
H -2.23213 -0.43033 0.88285
H -0.61702 -2.90801 0.57636
H -1.39617 -2.32011 1.91313

Properties
Multiplicity: 1
Net charge: +1
Gap between HOMO and LUMO, eV: 8.63



2 | The following is a DFT calculation (the ωB97M-V functional and the def2-TZVPD basis) of a cluster of 3 separate species, C4H12N3 in total.

CARTESIAN COORDINATES (ANGSTROEM)
C 2.07015 -0.04395 -0.30009
C 2.77082 0.11488 0.89419
C -1.19693 1.39462 1.16119
C -0.46840 0.13315 1.25032
N 1.47326 -0.09817 -1.29396
N -1.14654 -1.03544 1.31449
N -1.46388 -0.72237 -2.66192
H 3.74998 -0.18566 0.69764
H 2.81568 1.21162 1.11373
H 2.23153 -0.58639 1.61698
H -0.60157 1.98033 0.35877
H -2.16965 1.55266 0.92002
H -1.02961 2.00480 2.04101
H 0.94012 -0.41330 -2.09223
H -0.57517 -1.90208 1.48684
H -2.13724 -1.19896 1.44660
H -1.75005 -0.51061 -3.61382
H -1.81229 -0.03247 -1.96847
H -1.70022 -1.66264 -2.37128

Properties
Multiplicity: 1
Net charge: +1
Gap between HOMO and LUMO, eV: 8.51



The most stable of them is 1.



1 | The following is a DFT calculation (the ωB97M-V functional and the def2-TZVPD basis) of a structure of composition C4H12N3.

CARTESIAN COORDINATES (ANGSTROEM)
C -3.81693 -0.62136 0.31484
C 1.44416 0.61167 0.03154
C -1.57251 1.44079 1.30136
C -0.05946 0.62989 -0.27559
N -2.79110 -0.74834 -0.13803
N -0.75376 0.55176 0.99726
N -0.35597 -0.74575 -0.86622
H -4.81536 -0.52732 0.84113
H -3.83274 2.48191 1.88037
H 1.96899 -0.02013 -0.74207
H 1.67279 -0.06121 0.92421
H 1.84074 1.69860 0.03195
H -1.97359 1.32474 2.29096
H -4.46370 2.01761 1.71728
H -1.85887 2.37121 0.75522
H -0.53172 1.39314 -0.98915
H 0.47686 -0.93460 -1.39306
H -0.29913 -1.41954 -0.05982
H -1.24188 -0.81718 -1.35668

Properties
Multiplicity: 1
Net charge: +1
Gap between HOMO and LUMO, eV: 11.59



2 | The following is a DFT calculation (the ωB97M-V functional and the def2-TZVPD basis) of the ion C4H12N3 with charge +1.

CARTESIAN COORDINATES (ANGSTROEM)
N -0.42873 1.82667 -2.25908
C -0.11796 1.73539 -0.94332
C 0.16401 0.55419 -0.34739
N -0.10139 -0.73390 -1.09711
C 0.70728 0.32594 1.02156
C -0.19627 -0.59167 1.88546
N -0.13755 -1.92466 1.25549
H -0.55720 2.74318 -2.65815
H -0.37170 1.07277 -2.92056
H 0.02052 2.70306 -0.47788
H 0.64768 -0.99837 -1.74058
H -0.93433 -0.91324 -1.66450
H -0.17072 -1.46866 -0.22821
H 0.82254 1.31538 1.46799
H 1.74311 0.00334 1.07516
H -1.19901 -0.19948 1.75244
H 0.13573 -0.55541 2.92148
H 0.79414 -2.26018 1.46728
H -0.82015 -2.63435 1.48990

Properties
Multiplicity: 1
SMILES: N/C=C(\[NH3+])CCN
Net charge: +1
Gap between HOMO and LUMO, eV: 9.29



The most stable of them is 2.



1 | The following is a DFT calculation (the ωB97M-V functional and the def2-TZVPD basis) of the ion C5H12NO with charge +1.

CARTESIAN COORDINATES (ANGSTROEM)
C 1.96349 -0.54002 -0.79775
C 1.12943 -0.97868 0.42153
C 0.25209 0.19806 1.02851
N -0.91256 0.64309 0.35099
C -0.68924 1.86746 -0.34788
C -2.13160 -0.46004 -0.05492
O -2.06563 -1.67930 0.28402
H 1.42954 -0.72154 -1.82806
H 2.29452 0.59190 -0.66050
H 2.85478 -1.07430 -0.88355
H 1.84717 -1.32093 1.33967
H 0.60859 -1.80651 0.27791
H -0.03681 -0.15984 2.14526
H 0.85405 1.00841 1.21288
H -0.84030 2.80522 0.37792
H -1.47586 1.93840 -1.08568
H 0.41371 1.90655 -0.85320
H -2.86126 0.12824 -0.77337
H -2.63412 -2.34617 -0.15379

Properties
Multiplicity: 1
SMILES: CCC/[N+](C)=C\O
Net charge: +1
Gap between HOMO and LUMO (spin up / spin down), eV: 8.25 / 8.25



2 | The following is a DFT calculation (the ωB97M-V functional and the def2-TZVPD basis) of the ion C5H12NO with charge +1.

CARTESIAN COORDINATES (ANGSTROEM)
C 1.44790 1.52637 0.09253
N 0.69068 0.24809 0.45893
C 1.34587 -0.90045 -0.20165
C 0.04540 -1.42657 -0.92148
C -0.73742 -0.00686 -0.17213
C -1.92225 -0.24801 0.86506
O -1.07652 0.87400 -1.13886
H 2.11919 1.72037 0.83503
H 1.83522 1.37822 -0.96220
H 0.54217 2.19882 -0.01031
H 0.65590 0.17750 1.43576
H 1.74804 -1.72555 0.32597
H 2.06349 -0.62535 -0.93733
H 0.00591 -1.16535 -1.92769
H -0.43439 -2.40329 -0.64331
H -2.97192 -0.32590 0.54091
H -1.97200 0.43247 1.68282
H -1.73681 -1.17766 1.34400
H -1.64849 1.44914 -0.66606

Properties
Multiplicity: 1
SMILES: C[N@@H+]1CC[C@]1(C)O
Net charge: +1
Gap between HOMO and LUMO, eV: 12.10



The most stable of them is 2.



1 | The following is a DFT calculation (the ωB97M-V functional and the def2-TZVPD basis) of a cluster of 2 separate species, C5H12NO in total.

CARTESIAN COORDINATES (ANGSTROEM)
C 1.58531 0.84852 0.47585
C 0.30224 1.63786 0.17700
C 1.09340 -0.40466 1.14158
C -0.49909 0.70641 -0.75931
C 0.13200 -1.23446 0.33125
N -2.26053 -1.60283 -1.15176
O -1.00901 -0.32303 0.06334
H 2.17661 0.63555 -0.37759
H 2.30147 1.55954 0.98550
H -0.37678 1.98859 0.94442
H 0.53577 2.53983 -0.39825
H 1.88399 -1.11668 1.23636
H 0.61235 -0.41444 2.15597
H -1.23864 1.20101 -1.23806
H 0.19803 0.34663 -1.52723
H 0.53789 -1.50418 -0.56949
H -0.24461 -2.07067 0.88604
H -2.65872 -0.83989 -1.76044
H -3.07169 -1.95308 -0.61519

Properties
Multiplicity: 1
Net charge: +1
Gap between HOMO and LUMO (spin up / spin down), eV: 9.42 / 7.59



2 | The following is a DFT calculation (the ωB97M-V functional and the def2-TZVPD basis) of the ion C5H12NO with charge +1.

CARTESIAN COORDINATES (ANGSTROEM)
C 2.42285 1.77248 0.80233
N 1.65552 1.02706 0.06943
C 0.14730 1.00642 -0.08346
C -0.57810 -0.28363 0.35992
C 0.36103 -1.45117 -0.14502
C -2.18598 -0.62399 -0.09593
O -2.05605 -1.09415 -1.43833
H 2.10881 2.71961 1.13845
H 3.51976 1.40000 0.94171
H 1.93836 0.20231 -0.31285
H 0.03020 1.18932 -1.13338
H -0.38866 1.91372 0.45076
H -0.45673 -0.43313 1.42702
H -0.06987 -2.34741 0.21198
H 1.28451 -1.36770 0.39604
H 0.58586 -1.50729 -1.19271
H -2.67157 -1.32602 0.64226
H -2.70362 0.26191 -0.22712
H -2.94363 -1.05834 -1.81109

Properties
Multiplicity: 1
SMILES: C=[NH+]C[C@H](C)CO
Net charge: +1
Gap between HOMO and LUMO, eV: 8.67



The most stable of them is 2.



1 | The following is a DFT calculation (the ωB97M-V functional and the def2-TZVPD basis) of a cluster of 2 separate species, C2H5ClO2P in total.

CARTESIAN COORDINATES (ANGSTROEM)
C -1.64239 -0.77973 -0.19742
C -0.94578 0.43343 0.36536
O 0.97477 0.32416 -1.61902
O 1.53014 1.65684 0.49991
P 0.68211 0.50468 -0.19686
Cl 3.52851 -0.69958 0.35325
H -1.09925 -1.11404 -1.07943
H -2.66944 -0.55496 -0.49443
H -1.68355 -1.61910 0.50621
H -1.08978 0.61946 1.41924
H 2.41467 1.22884 0.44318

Properties
Multiplicity: 1
Net charge: -1
Gap between HOMO and LUMO, eV: 8.26



2 | The following is a DFT calculation (the ωB97M-V functional and the def2-TZVPD basis) of a cluster of 2 separate species, C2H5ClO2P in total.

CARTESIAN COORDINATES (ANGSTROEM)
C 1.72779 1.09891 -0.01036
C 0.82388 0.12415 -0.17888
O 0.09730 -2.63522 0.31514
O -1.78553 -1.15372 -0.38804
P -0.55180 -1.37448 0.43066
Cl -2.27792 1.61739 -0.31761
H 1.91076 1.60033 -0.90093
H 2.39414 1.29323 0.81905
H 0.37077 0.14911 -1.20258
H -1.92864 0.32353 -0.43644
H -0.78076 -1.04321 1.86998

Properties
Multiplicity: 1
Net charge: -1
Gap between HOMO and LUMO, eV: 9.25



The most stable of them is 1.



1 | The following is a DFT calculation (the ωB97M-V functional and the def2-TZVPD basis) of an isolated molecule of C2H3NO4.

CARTESIAN COORDINATES (ANGSTROEM)
O -2.33806 -0.69065 -0.23999
C -1.33478 -0.02564 -0.05457
O -1.45989 1.23309 -0.05970
C 0.06379 -0.63859 0.12474
N 1.40820 0.12694 -0.11970
O 2.52565 -0.58442 -0.15865
O 1.29365 1.32839 -0.13645
H -0.55253 1.65070 0.14608
H 0.23846 -1.39093 -0.70119
H 0.15552 -1.00890 1.19944

Properties
Multiplicity: 1
SMILES: O=C(O)C[N+](=O)[O-]
Net charge: 0
Gap between HOMO and LUMO, eV: 10.01



2 | The following is a DFT calculation (the ωB97M-V functional and the def2-TZVPD basis) of an isolated molecule of C2H3NO4.

CARTESIAN COORDINATES (ANGSTROEM)
O 1.59187 0.11494 -1.38596
C 1.46652 0.72840 -0.39617
O 0.69847 0.47880 0.64482
C -0.23777 -0.58229 0.61184
N -1.47742 -0.07532 -0.23858
O -2.51187 -0.47280 0.21104
O -1.28360 0.62235 -1.19690
H 2.05737 1.57053 -0.23460
H 0.33634 -1.48884 0.30201
H -0.63991 -0.89577 1.68251

Properties
Multiplicity: 1
SMILES: O=COC[N+](=O)[O-]
Net charge: 0
Gap between HOMO and LUMO, eV: 11.25



The most stable of them is 1.



1 | The following is a DFT calculation (the ωB97M-V functional and the def2-TZVPD basis) of an isolated molecule of C2H5N3OS.

CARTESIAN COORDINATES (ANGSTROEM)
H -3.11579 -0.34841 -0.62697
N -2.14688 -0.72485 -0.68010
C -1.33677 0.17327 -0.36802
N -0.02455 -0.14972 -0.17508
O 0.19709 -1.54415 -0.09056
C 0.91484 0.73835 0.32254
N 2.03652 0.13250 0.67080
S 0.78553 2.37437 0.20728
H -1.64383 1.19757 -0.24328
H -0.71304 -1.85670 -0.18730
H 2.22608 -0.81003 0.35778
H 2.82080 0.81779 0.81292

Properties
Multiplicity: 1
SMILES: [H]/N=C/N(O)C(N)=S
Net charge: 0
Gap between HOMO and LUMO, eV: 9.38



2 | The following is a DFT calculation (the ωB97M-V functional and the def2-TZVPD basis) of an isolated molecule of C2H5N3OS.

CARTESIAN COORDINATES (ANGSTROEM)
N -0.06269 3.27667 0.95866
N 1.20059 2.38093 0.94064
C 1.08926 1.16220 0.62095
N -0.17185 0.67586 0.29584
O -0.34607 -0.32993 -0.77139
C -0.65087 -1.57504 -0.31742
S -0.38286 -2.93884 -0.95408
H 0.50346 4.18578 1.03302
H -0.74377 3.32964 2.03470
H 1.85192 0.34855 0.30576
H -0.98351 1.33921 0.15346
H -1.12643 -1.39933 0.72236

Properties
Multiplicity: 1
SMILES: N/N=C\NOC=S
Net charge: 0
Gap between HOMO and LUMO, eV: 9.49



The most stable of them is 1.



1 | The following is a DFT calculation (the ωB97M-V functional and the def2-TZVPD basis) of a cluster of 2 separate species, C2H5N3OS in total.

CARTESIAN COORDINATES (ANGSTROEM)
C -0.56550 -0.06387 0.43795
C 0.17280 0.13802 -1.50638
N -0.86657 0.32139 -2.26953
N 0.85038 -0.63292 2.38290
N 0.59241 -0.06688 1.07793
O -1.77269 -0.14742 0.46157
S 1.74780 0.53737 -1.63145
H -1.81283 0.13713 -1.90505
H -0.73130 1.00556 -3.04004
H 0.05569 -1.25789 2.50368
H 0.93617 0.03370 3.12047
H 1.39365 -0.00419 0.36794

Properties
Multiplicity: 1
Net charge: 0
Gap between HOMO and LUMO, eV: 8.44



2 | The following is a DFT calculation (the ωB97M-V functional and the def2-TZVPD basis) of an isolated molecule of C2H5N3OS.

CARTESIAN COORDINATES (ANGSTROEM)
H 1.40801 -0.86969 1.30694
N 1.79525 0.06137 1.18333
C 1.23969 0.70953 0.25434
N 1.63337 2.00254 -0.02596
S -0.03469 0.16346 -0.89300
C -1.00246 -1.21926 -0.14293
N -2.24233 -1.29589 -0.72892
O -0.63601 -1.93586 0.75568
H 2.18576 2.44293 0.68693
H 1.03632 2.59160 -0.59190
H -2.52445 -0.63252 -1.42738
H -2.85847 -2.01822 -0.37711

Properties
Multiplicity: 1
SMILES: [H]/N=C(/N)SC(N)=O
Net charge: 0
Gap between HOMO and LUMO, eV: 9.88



The most stable of them is 2.